A cluster of 2 separate species, C24H23N5O3 in total, computed with ωB97M-V/def2-TZVPD.

**HOMO-LUMO gap**: 0.1965 hartree
**Net charge**: +2

Each line ends with the Löwdin charge.
Positions of all 55 atoms, in Å:
C (7.76, -3.43, 2.73)  -0.072
C (7.36, -1.87, 2.96)  -0.331
N (7.52, -1.37, 4.18)  0.105
C (6.83, -0.98, 1.69)  -0.099
C (5.40, -1.55, 1.24)  -0.063
C (5.39, -2.94, 0.45)  0.029
C (4.01, -3.60, -0.01)  0.036
C (2.68, -2.84, 0.33)  -0.030
C (2.71, -1.48, 1.13)  0.027
C (4.05, -0.79, 1.58)  -0.105
N (3.95, 0.51, 2.29)  0.117
C (4.48, 0.43, 3.52)  -0.117
O (5.29, 0.65, 4.45)  0.115
C (1.17, -1.07, 1.31)  -0.282
O (0.60, 0.01, 1.63)  0.046
N (0.43, -2.35, 1.05)  0.031
C (1.14, -3.16, 0.03)  -0.312
O (0.69, -3.90, -0.91)  0.064
H (6.81, -4.11, 2.66)  0.083
H (8.41, -3.86, 3.57)  0.086
H (8.27, -3.48, 1.69)  0.079
H (7.88, -2.11, 4.80)  0.052
H (6.82, 0.14, 1.99)  0.125
H (7.60, -1.19, 0.85)  0.131
H (6.41, -3.45, 0.22)  0.111
H (3.94, -4.59, -0.58)  0.112
H (0.55, -2.98, 1.88)  0.167
C (-1.53, -1.92, -1.01)  0.022
N (-2.45, -0.78, -1.16)  -0.062
C (-2.16, 0.38, -0.54)  0.046
C (-2.99, 1.49, -0.68)  0.065
C (-4.12, 1.42, -1.49)  -0.140
C (-4.40, 0.19, -2.10)  0.053
C (-3.55, -0.89, -1.93)  0.033
C (-5.00, 2.59, -1.72)  -0.132
C (-5.22, 3.06, -3.02)  0.059
C (-6.08, 4.13, -3.24)  0.033
N (-6.71, 4.72, -2.20)  -0.081
C (-6.50, 4.31, -0.94)  0.031
C (-5.64, 3.24, -0.68)  0.063
C (-7.66, 5.83, -2.45)  0.049
H (-1.43, -2.14, 0.05)  0.091
H (-0.57, -1.63, -1.45)  0.115
H (-1.92, -2.79, -1.54)  0.111
H (-1.26, 0.41, 0.07)  0.135
H (-2.72, 2.41, -0.18)  0.145
H (-5.28, 0.07, -2.73)  0.143
H (-3.75, -1.85, -2.40)  0.156
H (-4.73, 2.61, -3.87)  0.146
H (-6.27, 4.51, -4.23)  0.156
H (-7.03, 4.83, -0.15)  0.161
H (-5.51, 2.92, 0.35)  0.146
H (-7.33, 6.69, -1.88)  0.119
H (-8.65, 5.49, -2.12)  0.121
H (-7.68, 6.07, -3.51)  0.110

A structure of composition C24H23N6O5RhS, computed with ωB97M-V/def2-TZVPD.

**Energy relative to the best compared isomer or geometry (same formula, charge and spin)**: 11.59 kcal/mol
**HOMO-LUMO gap**: 0.2738 hartree
**Net charge**: 0

Each line ends with the Löwdin charge.
Positions of all 60 atoms, in Å:
Rh (-0.55, 1.37, -0.67)  1.151
C (0.19, -5.73, -3.99)  -0.045
C (-0.17, -4.29, -3.70)  -0.258
C (0.67, -3.49, -2.93)  -0.014
C (0.35, -2.17, -2.67)  -0.042
C (-0.83, -1.65, -3.19)  -0.293
C (-1.68, -2.42, -3.97)  -0.043
C (-1.34, -3.74, -4.22)  -0.027
S (-1.30, 0.01, -2.85)  0.646
O (-0.03, 0.78, -2.60)  -0.401
O (-2.11, 0.47, -3.93)  -0.256
N (-2.02, 0.12, -1.40)  -0.274
C (-2.03, -1.08, -0.56)  -0.172
C (-0.70, -1.34, 0.14)  -0.639
O (-0.48, -2.39, 0.73)  0.029
O (0.16, -0.37, 0.07)  -0.150
H (1.05, -6.05, -3.41)  0.076
H (0.42, -5.86, -5.05)  0.086
H (-0.65, -6.39, -3.76)  0.084
H (1.58, -3.91, -2.52)  0.118
H (0.99, -1.55, -2.06)  0.114
H (-2.57, -1.99, -4.39)  0.118
H (-1.99, -4.35, -4.83)  0.119
H (-2.32, -1.98, -1.11)  0.120
H (-2.79, -0.94, 0.21)  0.111
C (-2.90, 2.19, 2.77)  -0.028
C (-1.98, 2.77, 3.63)  -0.038
C (-0.67, 2.93, 3.21)  0.008
C (-0.31, 2.51, 1.94)  -0.177
N (-1.21, 1.91, 1.14)  -0.012
C (-2.48, 1.77, 1.53)  -0.083
C (1.02, 2.72, 1.33)  -0.182
C (2.10, 3.29, 1.98)  -0.003
C (3.27, 3.49, 1.27)  -0.038
C (3.33, 3.11, -0.07)  -0.027
C (2.21, 2.54, -0.64)  -0.066
N (1.09, 2.35, 0.05)  -0.003
H (-3.93, 2.07, 3.06)  0.115
H (-2.27, 3.10, 4.62)  0.118
H (0.07, 3.38, 3.86)  0.118
H (-3.14, 1.33, 0.80)  0.119
H (2.04, 3.54, 3.03)  0.115
H (4.13, 3.93, 1.75)  0.117
H (4.22, 3.26, -0.65)  0.113
H (2.19, 2.21, -1.68)  0.125
O (-1.83, 4.35, -3.30)  0.064
C (-1.55, 3.70, -2.36)  -0.512
N (-1.28, 3.11, -1.35)  -0.021
C (-0.42, -0.55, 3.76)  -0.005
C (1.00, -0.42, 3.31)  -0.415
N (1.84, 0.53, 3.68)  0.088
C (3.01, 0.24, 3.02)  -0.175
C (2.87, -0.88, 2.26)  -0.100
N (1.58, -1.30, 2.47)  0.103
H (-0.65, 0.24, 4.47)  0.070
H (-0.59, -1.52, 4.24)  0.086
H (-1.10, -0.49, 2.91)  0.063
H (3.90, 0.84, 3.15)  0.088
H (3.55, -1.40, 1.61)  0.104
H (1.04, -1.95, 1.89)  0.113

A structure of composition C24H23N6O5S3Tc, computed with ωB97M-V/def2-TZVPD.

**Energy relative to the best compared isomer or geometry (same formula, charge and spin)**: 15.99 kcal/mol
**HOMO-LUMO gap (alpha / beta)**: 0.1970 / 0.2209 hartree
**Net charge**: +1
**Spin multiplicity**: 2

Each line ends with the Löwdin charge.
Positions of all 62 atoms, in Å:
Tc (-1.06, 0.14, -0.06)  1.197
C (3.08, 1.43, -0.85)  -0.008
C (1.72, 0.83, -1.07)  -0.181
N (0.91, 0.66, -0.02)  -0.127
N (1.49, 0.94, 1.20)  -0.079
C (0.81, 0.70, 2.26)  -1.068
S (-0.81, 0.03, 2.27)  0.587
S (1.48, 1.03, 3.83)  0.950
C (2.67, 2.39, 3.45)  -0.367
C (1.93, 3.68, 3.30)  -0.301
C (1.45, 4.11, 2.06)  -0.057
C (0.71, 5.27, 1.96)  -0.084
C (0.42, 6.02, 3.09)  -0.083
C (0.89, 5.61, 4.32)  -0.070
C (1.64, 4.45, 4.43)  -0.044
C (1.36, 0.44, -2.41)  -0.090
C (2.38, 0.36, -3.39)  -0.021
C (2.12, -0.03, -4.67)  -0.055
C (0.82, -0.35, -5.06)  -0.043
C (-0.20, -0.28, -4.15)  0.011
C (0.04, 0.10, -2.82)  -0.306
O (-0.98, 0.16, -2.01)  -0.239
H (3.08, 2.04, 0.04)  0.057
H (3.38, 2.03, -1.70)  0.090
H (3.81, 0.63, -0.70)  0.117
H (3.21, 2.09, 2.56)  0.069
H (3.34, 2.40, 4.30)  0.084
H (1.67, 3.54, 1.17)  0.089
H (0.36, 5.60, 0.98)  0.102
H (-0.17, 6.92, 3.00)  0.105
H (0.68, 6.20, 5.20)  0.109
H (2.02, 4.13, 5.39)  0.118
H (3.40, 0.57, -3.12)  0.110
H (2.93, -0.10, -5.39)  0.114
H (0.62, -0.67, -6.08)  0.117
H (-1.22, -0.53, -4.42)  0.125
N (-3.26, -0.16, -0.03)  -0.051
N (-4.01, 0.95, -0.41)  -0.023
C (-3.50, 2.19, -0.31)  -0.776
N (-4.32, 3.22, -0.46)  0.136
S (-1.85, 2.47, -0.02)  0.722
H (-3.30, -0.96, -0.70)  0.082
H (-3.59, -0.51, 0.87)  0.124
H (-4.99, 0.82, -0.60)  0.171
H (-5.32, 3.12, -0.57)  0.130
H (-3.94, 4.15, -0.43)  0.114
O (-2.67, -2.51, -1.06)  0.024
C (-1.57, -2.76, -0.56)  -0.521
O (-0.72, -1.88, -0.14)  -0.201
C (-1.13, -4.18, -0.40)  -0.123
C (-1.83, -5.18, -1.08)  0.012
C (-1.44, -6.50, -0.95)  0.024
C (-0.36, -6.80, -0.13)  -0.127
C (0.33, -5.82, 0.57)  0.022
C (-0.05, -4.50, 0.42)  0.009
N (0.07, -8.20, 0.00)  -0.348
O (-0.53, -9.03, -0.66)  0.091
O (0.99, -8.44, 0.75)  0.090
H (-2.67, -4.90, -1.70)  0.124
H (-1.95, -7.30, -1.46)  0.125
H (1.15, -6.11, 1.20)  0.124
H (0.47, -3.72, 0.95)  0.121